No. 1
DFT (ωB97M-V/def2-TZVPD) results for an isolated ion of composition H2N3O3P and charge -2.

Properties
- orbital gap (eV) = 6.552
- SMILES = [H]/N=N/N=P([O-])([O-])O
- E (Eh) = -732.5528
- highest occupied orbital energy (Eh) = 0.0396
- ΔE to the lowest compared entry with this formula, charge and spin (eV) = 0.357

The geometry in ORCA input format:
```
! RIJCOSX wB97M-V def2-TZVPD def2/J DEFGRID3
* xyz -2 1
N -0.413 1.742 0.040
N -1.660 1.760 0.062
N 0.301 0.629 -0.068
O -3.220 -0.079 -1.428
O -1.567 -1.197 0.206
O -3.637 0.026 1.106
P -2.654 0.042 -0.033
H -0.761 -0.654 0.035
H 1.298 0.904 -0.042
*
```

No. 2
DFT (ωB97M-V/def2-TZVPD) results for a 2-piece molecular cluster, H2N3O3P overall.

Properties
- orbital gap (alpha / beta) (eV) = 6.531 / 4.554
- E (Eh) = -732.4469
- highest occupied orbital energy (alpha / beta) (Eh) = 0.0344 / 0.0939
- ΔE to the lowest compared entry with this formula, charge and spin (eV) = 3.237

The geometry in ORCA input format:
```
! RIJCOSX wB97M-V def2-TZVPD def2/J DEFGRID3
* xyz -2 1
N -2.065 -1.155 -0.530
N -0.963 -1.345 -0.875
N -2.879 -0.641 0.255
O 2.897 0.726 -1.261
O 1.244 1.814 0.473
O 2.401 -0.332 0.964
P 1.808 0.294 -0.275
H 1.508 1.481 1.362
H -3.951 -0.841 -0.113
*
```

No. 3
DFT (ωB97M-V/def2-TZVPD) results for H2N4 as an isolated structure.

Properties
- orbital gap (alpha / beta) (eV) = 9.236 / 9.237
- E (Eh) = -219.9775
- highest occupied orbital energy (alpha / beta) (Eh) = -0.3690 / -0.3691
- ΔE to the lowest compared entry with this formula, charge and spin (eV) = 5.896

The geometry in ORCA input format:
```
! RIJCOSX wB97M-V def2-TZVPD def2/J DEFGRID3
* xyz 0 1
N 1.115 -0.591 -0.525
N -0.055 -0.759 -0.998
N 0.644 0.305 0.438
N -0.584 -0.132 -0.006
H 0.828 0.562 1.366
H -1.947 0.615 -0.274
*
```

No. 4
DFT (ωB97M-V/def2-TZVPD) results for one molecule with the formula H2N4O3.

Properties
- orbital gap (alpha / beta) (eV) = 8.719 / 7.981
- <S²> = 2.0103
- E (Eh) = -445.6141
- highest occupied orbital energy (alpha / beta) (Eh) = -0.3018 / -0.3870
- ΔE to the lowest compared entry with this formula, charge and spin (eV) = 0.000

The geometry in ORCA input format:
```
! RIJCOSX wB97M-V def2-TZVPD def2/J DEFGRID3
* xyz 0 3
N -0.821 1.361 0.866
N -0.621 -0.260 -1.068
N -0.152 0.121 0.166
N 1.190 -0.295 0.635
O -1.866 1.670 0.454
O 1.656 0.366 1.485
O 1.610 -1.233 0.070
H -1.182 -1.181 -1.033
H 0.186 -0.548 -1.575
*
```

No. 5
DFT (ωB97M-V/def2-TZVPD) results for a 2-piece molecular cluster, H2NO2P overall.

Properties
- orbital gap (alpha / beta) (eV) = 8.265 / 8.963
- E (Eh) = -547.5319
- highest occupied orbital energy (alpha / beta) (Eh) = -0.3879 / -0.3708
- ΔE to the lowest compared entry with this formula, charge and spin (eV) = 7.663

The geometry in ORCA input format:
```
! RIJCOSX wB97M-V def2-TZVPD def2/J DEFGRID3
* xyz 0 1
N 2.063 0.325 0.756
O 1.611 0.186 1.883
O 2.949 1.082 0.444
P 1.206 -0.625 -0.643
H 0.883 -1.923 -0.004
H -0.797 0.975 0.110
*
```

No. 6
DFT (ωB97M-V/def2-TZVPD) results for an isolated ion of composition H2NO2S and charge -1.

Properties
- orbital gap (eV) = 7.459
- SMILES = ONO[S-]
- E (Eh) = -604.5108
- highest occupied orbital energy (Eh) = -0.1252
- ΔE to the lowest compared entry with this formula, charge and spin (eV) = 3.879

The geometry in ORCA input format:
```
! RIJCOSX wB97M-V def2-TZVPD def2/J DEFGRID3
* xyz -1 1
N -0.459 -0.021 0.830
O -0.837 -0.908 -0.127
O -0.091 1.131 0.272
S 1.126 0.712 -1.389
H 0.447 -0.415 1.211
H -0.185 -0.499 -0.796
*
```

No. 7
DFT (ωB97M-V/def2-TZVPD) results for H2NO3PS as an isolated structure.

Properties
- orbital gap (alpha / beta) (eV) = 7.688 / 7.725
- E (Eh) = -1021.2045
- highest occupied orbital energy (alpha / beta) (Eh) = -0.3537 / -0.3588
- ΔE to the lowest compared entry with this formula, charge and spin (eV) = 1.497

The geometry in ORCA input format:
```
! RIJCOSX wB97M-V def2-TZVPD def2/J DEFGRID3
* xyz 0 1
N 1.350 0.016 0.081
O -0.568 0.912 -1.553
O -0.713 0.942 1.084
O -1.179 -1.704 -0.034
P -0.167 0.547 -0.189
S -2.467 -1.020 0.234
H 2.111 -0.237 -0.527
H 1.633 0.544 0.906
*
```

No. 8
DFT (ωB97M-V/def2-TZVPD) results for a 2-piece molecular cluster, H2NO3S overall.

Properties
- orbital gap (alpha / beta) (eV) = 6.051 / 7.322
- E (Eh) = -679.8089
- highest occupied orbital energy (alpha / beta) (Eh) = -0.0811 / -0.1279
- ΔE to the lowest compared entry with this formula, charge and spin (eV) = 3.725

The geometry in ORCA input format:
```
! RIJCOSX wB97M-V def2-TZVPD def2/J DEFGRID3
* xyz -1 1
N 0.312 -0.752 -0.487
O 0.531 2.034 0.723
O 0.867 -1.768 -1.199
O -1.482 0.665 1.125
S -0.023 0.795 1.372
H -0.680 -1.071 -0.410
H 0.474 0.096 -1.125
*
```

No. 9
DFT (ωB97M-V/def2-TZVPD) results for a 2-piece molecular cluster, H2NO3S2 overall.

Properties
- orbital gap (alpha / beta) (eV) = 6.969 / 6.968
- E (Eh) = -1077.9988
- highest occupied orbital energy (alpha / beta) (Eh) = -0.1538 / -0.1538
- ΔE to the lowest compared entry with this formula, charge and spin (eV) = 3.057

The geometry in ORCA input format:
```
! RIJCOSX wB97M-V def2-TZVPD def2/J DEFGRID3
* xyz -1 1
N -0.406 -0.494 -0.196
O -0.626 2.007 1.045
O 1.111 2.123 -0.700
O -1.215 1.107 -1.050
S -1.316 3.482 -1.390
S -0.302 2.164 -0.373
H -0.902 -0.329 0.684
H 0.431 0.047 0.050
*
```

No. 10
DFT (ωB97M-V/def2-TZVPD) results for a 2-piece molecular cluster, H2NO3S2 overall.

Properties
- orbital gap (alpha / beta) (eV) = 8.869 / 5.715
- E (Eh) = -1078.0627
- highest occupied orbital energy (alpha / beta) (Eh) = -0.1994 / -0.1292
- ΔE to the lowest compared entry with this formula, charge and spin (eV) = 1.318

The geometry in ORCA input format:
```
! RIJCOSX wB97M-V def2-TZVPD def2/J DEFGRID3
* xyz -1 1
N -1.870 -0.086 -0.219
O 0.851 1.279 -0.572
O 1.412 -0.077 1.421
O 2.936 -0.079 -0.531
S -1.800 -1.789 -0.186
S 1.572 0.115 -0.027
H -2.080 0.296 0.696
H -1.020 0.341 -0.582
*
```

No. 11
DFT (ωB97M-V/def2-TZVPD) results for a 2-piece molecular cluster, H2NO4PS overall.

Properties
- orbital gap (alpha / beta) (eV) = 6.105 / 6.143
- E (Eh) = -1096.3599
- highest occupied orbital energy (alpha / beta) (Eh) = 0.0037 / 0.0057
- ΔE to the lowest compared entry with this formula, charge and spin (eV) = 4.607

The geometry in ORCA input format:
```
! RIJCOSX wB97M-V def2-TZVPD def2/J DEFGRID3
* xyz -2 1
N 0.017 0.962 0.833
O -0.715 0.606 -1.834
O -1.662 -0.987 -0.080
O -0.120 -1.951 -2.005
O 2.699 -0.349 2.361
P -0.623 -0.719 -1.122
S 1.251 -0.065 0.211
H 0.090 1.949 0.960
H -0.936 0.554 0.675
*
```

No. 12
DFT (ωB97M-V/def2-TZVPD) results for a 2-piece molecular cluster, H2NOP overall.

Properties
- orbital gap (alpha / beta) (eV) = 9.288 / 6.442
- E (Eh) = -472.4338
- highest occupied orbital energy (alpha / beta) (Eh) = -0.3802 / -0.2858
- ΔE to the lowest compared entry with this formula, charge and spin (eV) = 3.998

The geometry in ORCA input format:
```
! RIJCOSX wB97M-V def2-TZVPD def2/J DEFGRID3
* xyz 0 1
N 0.029 -0.329 -0.364
O -3.569 0.527 0.657
P -2.910 -0.286 -0.328
H 0.113 -0.950 -1.208
H 0.192 -0.891 0.572
*
```

No. 13
DFT (ωB97M-V/def2-TZVPD) results for H2NOS2 as an isolated structure.

Properties
- orbital gap (alpha / beta) (eV) = 6.910 / 6.578
- E (Eh) = -927.4833
- highest occupied orbital energy (alpha / beta) (Eh) = -0.1179 / -0.1058
- ΔE to the lowest compared entry with this formula, charge and spin (eV) = 2.802

The geometry in ORCA input format:
```
! RIJCOSX wB97M-V def2-TZVPD def2/J DEFGRID3
* xyz -1 1
N 0.705 -0.039 0.612
O -1.170 -0.690 -0.189
S 0.430 1.523 -0.012
S 1.977 -0.820 0.060
H -0.919 1.450 0.225
H -1.024 -1.424 -0.697
*
```

No. 14
DFT (ωB97M-V/def2-TZVPD) results for an isolated ion of composition H2NP2 and charge +1.

Properties
- orbital gap (alpha / beta) (eV) = 5.806 / 5.378
- SMILES = P=[N+]=P
- E (Eh) = -738.1800
- highest occupied orbital energy (alpha / beta) (Eh) = -0.5367 / -0.5301
- ΔE to the lowest compared entry with this formula, charge and spin (eV) = 3.581

The geometry in ORCA input format:
```
! RIJCOSX wB97M-V def2-TZVPD def2/J DEFGRID3
* xyz 1 1
N 0.133 0.370 0.006
P -0.687 -1.347 -1.096
P 0.065 0.313 1.523
H -0.180 -0.928 -2.252
H 0.669 1.592 1.819
*
```

No. 15
DFT (ωB97M-V/def2-TZVPD) results for a 2-piece molecular cluster, H2NPS2 overall.

Properties
- orbital gap (alpha / beta) (eV) = 5.854 / 7.050
- E (Eh) = -1193.5414
- highest occupied orbital energy (alpha / beta) (Eh) = -0.2947 / -0.3274
- ΔE to the lowest compared entry with this formula, charge and spin (eV) = 4.433

The geometry in ORCA input format:
```
! RIJCOSX wB97M-V def2-TZVPD def2/J DEFGRID3
* xyz 0 1
N 1.298 0.178 -0.568
P -1.617 0.295 -0.405
S -3.217 0.164 2.012
S 0.060 -0.343 0.526
H 1.276 -0.343 -1.437
H 2.201 0.048 -0.128
*
```

No. 16
DFT (ωB97M-V/def2-TZVPD) results for H2NaO as an isolated structure.

Properties
- orbital gap (eV) = 10.660
- E (Eh) = -238.5241
- highest occupied orbital energy (Eh) = -0.5858
- ΔE to the lowest compared entry with this formula, charge and spin (eV) = 0.425

The geometry in ORCA input format:
```
! RIJCOSX wB97M-V def2-TZVPD def2/J DEFGRID3
* xyz 1 1
O -1.022 2.395 -0.495
H -1.086 2.609 -1.454
H -1.161 3.256 -0.039
Na 0.192 -0.452 0.097
*
```

No. 17
DFT (ωB97M-V/def2-TZVPD) results for one molecule with the formula H2O.

Properties
- orbital gap (eV) = 12.516
- SMILES = O
- E (Eh) = -76.4265
- highest occupied orbital energy (Eh) = -0.4238
- ΔE to the lowest compared entry with this formula, charge and spin (eV) = 0.194

The geometry in ORCA input format:
```
! RIJCOSX wB97M-V def2-TZVPD def2/J DEFGRID3
* xyz 0 1
O 0.428 -0.058 0.015
H -0.054 0.800 -0.007
H -0.374 -0.742 -0.008
*
```

No. 18
DFT (ωB97M-V/def2-TZVPD) results for an isolated ion of composition H2O2PS and charge -1.

Properties
- orbital gap (eV) = 6.975
- SMILES = O=S([O-])#[PH2]
- E (Eh) = -891.2327
- highest occupied orbital energy (Eh) = -0.1030
- ΔE to the lowest compared entry with this formula, charge and spin (eV) = 0.993

The geometry in ORCA input format:
```
! RIJCOSX wB97M-V def2-TZVPD def2/J DEFGRID3
* xyz -1 1
O -0.857 -1.940 -0.255
O -1.746 0.368 0.074
P 1.363 0.316 0.410
S -0.890 -0.718 0.580
H 0.883 1.588 0.287
H 1.248 0.385 -1.095
*
```

No. 19
DFT (ωB97M-V/def2-TZVPD) results for one molecule with the formula H2O2Si2.

Properties
- orbital gap (eV) = 8.322
- E (Eh) = -730.6729
- highest occupied orbital energy (Eh) = -0.3562
- ΔE to the lowest compared entry with this formula, charge and spin (eV) = 0.289

The geometry in ORCA input format:
```
! RIJCOSX wB97M-V def2-TZVPD def2/J DEFGRID3
* xyz 0 1
O 2.400 0.040 0.364
O -0.434 0.185 -0.079
Si 1.087 -0.296 -0.334
Si -2.169 0.647 -0.034
H 1.063 -1.136 -1.486
H -1.948 0.560 1.568
*
```

No. 20
DFT (ωB97M-V/def2-TZVPD) results for an isolated ion of composition H2O4P2 and charge -2.

Properties
- orbital gap (eV) = 7.507
- SMILES = O=[P@H]([O-])[P@H](=O)[O-]
- E (Eh) = -984.9084
- highest occupied orbital energy (Eh) = -0.0035
- ΔE to the lowest compared entry with this formula, charge and spin (eV) = 1.275

The geometry in ORCA input format:
```
! RIJCOSX wB97M-V def2-TZVPD def2/J DEFGRID3
* xyz -2 1
O -1.295 -1.649 0.377
O -1.102 1.960 -1.083
O 1.229 -1.663 0.596
O 1.394 1.685 0.041
P 0.047 -1.101 -0.084
P 0.035 1.094 0.031
H 0.140 -1.315 -1.387
H -0.449 0.989 1.509
*
```